DFT (the ωB97M-V functional and the def2-TZVPD basis) results for a cluster of 5 separate species, C7H21NO4 in total.

Values from the calculation:
Relative energy (zero: lowest compared OMol25 entry of this formula, charge and spin)   11.1 kcal per mole
Spin multiplicity   2
HOMO-LUMO gap (spin up / spin down)   9.13 / 7.68 eV
HOMO energy (spin up / spin down)   -0.4875 / -0.5231 Ha
Electronic energy   -634.6890 hartree
LUMO energy (spin up / spin down)   -4.14 / -6.56 eV
Charge   +1

Each line ends with the Löwdin spin population.
Atoms and positions in Å:
C -2.004 -0.955 1.711  0.02
C -0.753 -1.849 1.809  0.03
N 0.761 0.579 1.757  0.19
C 0.948 -0.309 0.742  0.16
C 0.268 -1.544 0.770  0.34
C 0.717 -2.636 -0.131  0.06
C 2.897 1.014 -0.027  0.09
C 1.961 0.072 -0.237  0.00
H -2.004 -0.191 2.483  0.00
H -2.117 -0.506 0.721  0.00
H -2.951 -1.479 1.805  0.00
H -0.322 -1.755 2.793  0.01
H -1.043 -2.890 1.680  0.00
H 0.245 0.167 2.522  0.01
H 1.622 0.918 2.174  0.01
H 1.053 -3.496 0.446  0.02
H 1.155 -2.381 -1.073  0.00
H -0.302 -3.029 -0.345  0.02
H 2.975 1.792 0.716  0.01
H 3.624 0.950 -0.806  0.01
H 1.985 -0.449 -1.182  0.00
H -0.169 2.596 -2.912  0.00
H 0.198 3.360 -1.678  0.00
O 0.027 2.459 -1.976  0.00
H 0.317 -1.774 -3.064  0.00
H -0.670 -0.630 -3.252  0.00
O -0.244 -1.345 -3.711  0.00
H -0.225 2.278 0.111  0.00
H -0.880 3.262 1.113  0.00
O -0.047 3.023 0.694  0.01
H -2.443 1.983 -0.547  0.00
H -1.896 1.356 -1.828  0.00
O -2.682 1.409 -1.278  0.00